ORCA calculation (ωB97M-V with the def2-TZVPD basis set) on 2 unconnected molecules or ions with the total composition C3H3N3O in a non-equilibrium geometry.

Computed properties:
HOMO level   -0.35618 Eh

The geometry in XYZ format:
```
10
Properties=species:S:1:pos:R:3:lowdin_charge:R:1
O 2.89 -0.13 0.20 0.02
C 1.80 -0.61 0.36 -0.37
N 0.73 -0.36 -0.49 0.04
C -0.91 2.07 -0.60 -0.10
N -1.99 1.79 -0.28 0.05
C -1.41 -1.30 0.15 0.19
N -0.36 -0.89 -0.10 -0.10
H 1.56 -1.30 1.21 0.12
H 0.09 2.29 -0.89 0.05
H -2.41 -1.57 0.43 0.09
```

ORCA calculation (ωB97M-V with the def2-TZVPD basis set) on a single C3H3N3O molecule in a non-equilibrium geometry.

Computed properties:
HOMO level (spin up / spin down)   -0.32783 / -0.32785 Eh
SMILES string   [H]/N=N/C=N\C=C=O

The geometry in XYZ format:
```
10
Properties=species:S:1:pos:R:3:lowdin_charge:R:1
H -0.23 -2.42 0.23 0.09
N -0.05 -1.45 -0.02 0.08
N 1.17 -1.14 0.01 -0.02
C 1.50 0.15 -0.16 -0.25
N 0.73 1.20 -0.07 0.07
C -0.59 1.21 0.04 -0.16
C -1.51 0.21 0.00 -0.18
O -2.56 -0.29 -0.02 0.16
H 2.56 0.34 -0.25 0.10
H -1.00 2.20 0.23 0.12
```

ORCA calculation (ωB97M-V with the def2-TZVPD basis set) on a molecular structure, C3H3N3O.

Computed properties:
HOMO level   -0.35462 Eh

The geometry in XYZ format:
```
10
Properties=species:S:1:pos:R:3:lowdin_charge:R:1
N -2.02 -1.31 -0.66 0.17
C -1.12 -0.50 -0.70 -0.16
N 1.65 -0.47 1.61 0.05
N 2.00 -0.03 0.50 0.07
O 0.37 0.08 1.66 -0.07
C 0.72 0.70 0.40 -0.36
C -0.23 0.48 -0.71 -0.05
H -1.84 -2.23 -1.05 0.09
H 0.95 1.76 0.55 0.15
H -0.22 1.17 -1.55 0.11
```

ORCA calculation (ωB97M-V with the def2-TZVPD basis set) on a single C3H3N3O molecule.

Computed properties:
HOMO level   -0.30422 Eh

The geometry in XYZ format:
```
10
Properties=species:S:1:pos:R:3:lowdin_charge:R:1
O 2.22 -1.33 0.23 -0.03
C 1.24 -0.72 0.92 -0.21
C -0.09 2.34 -0.27 0.17
N -0.69 1.35 -0.45 -0.09
N -1.37 0.33 -0.73 0.04
C -1.05 -0.81 -0.01 -0.21
N 0.05 -1.13 0.54 0.04
H 1.84 -1.93 -0.45 0.10
H 0.02 3.28 0.22 0.08
H -1.88 -1.51 0.03 0.11
```

ORCA calculation (ωB97M-V with the def2-TZVPD basis set) on a single C3H3N3O2 molecule in a non-equilibrium geometry.

Computed properties:
HOMO level   -0.32631 Eh
SMILES string   N/N=C1\N=CC(=O)O1

The geometry in XYZ format:
```
11
Properties=species:S:1:pos:R:3:lowdin_charge:R:1
N 2.40 -0.11 0.19 -0.04
N 1.41 -1.08 -0.11 0.08
C 0.20 -0.54 -0.29 -0.35
N -0.07 0.81 -0.13 0.13
C -1.29 0.96 -0.20 -0.04
C -1.93 -0.40 0.04 -0.41
O -3.14 -0.60 0.24 0.09
O -0.98 -1.34 -0.25 0.12
H 2.28 1.04 0.08 0.18
H 3.19 -0.60 0.55 0.06
H -2.07 1.86 -0.11 0.18
```

ORCA calculation (ωB97M-V with the def2-TZVPD basis set) on a single C3H3N3O2 molecule in a non-equilibrium geometry.

Computed properties:
HOMO level   -0.37131 Eh
SMILES string   [H]/N=C\n1ncc(=O)o1

The geometry in XYZ format:
```
11
Properties=species:S:1:pos:R:3:lowdin_charge:R:1
H 2.03 0.94 -0.01 -0.02
N 2.49 0.13 -0.17 0.12
C 1.66 -0.82 -0.21 -0.15
N 0.40 -0.43 0.54 -0.09
N 0.16 0.93 0.13 0.13
C -1.17 0.98 0.16 -0.04
C -1.83 -0.20 -0.06 -0.50
O -2.94 -0.43 -0.24 0.20
O -0.80 -1.13 0.33 0.04
H 1.70 -1.95 -0.41 0.15
H -1.69 1.96 -0.05 0.15
```

ORCA calculation (ωB97M-V with the def2-TZVPD basis set) on a single C3H3N3O2 molecule in a non-equilibrium geometry.

Computed properties:
HOMO level   -0.33900 Eh
SMILES string   O/N=c1\ncnco1

The geometry in XYZ format:
```
11
Properties=species:S:1:pos:R:3:lowdin_charge:R:1
O 2.75 0.18 0.29 -0.11
N 1.84 -0.82 -0.11 0.06
C 0.68 -0.43 -0.12 -0.50
N 0.34 0.90 -0.09 0.13
C -0.90 1.20 -0.03 -0.10
N -1.93 0.19 0.21 0.11
C -1.43 -0.97 0.17 -0.21
O -0.18 -1.45 0.02 0.09
H 2.11 1.06 -0.05 0.17
H -1.34 2.23 -0.14 0.14
H -1.93 -2.10 -0.14 0.21
```

ORCA calculation (ωB97M-V with the def2-TZVPD basis set) on a single C3H3N3O2 molecule in a non-equilibrium geometry.

Computed properties:
HOMO level   -0.35277 Eh
SMILES string   c1nnconco1

The geometry in XYZ format:
```
11
Properties=species:S:1:pos:R:3:lowdin_charge:R:1
C -1.16 -0.70 -0.82 -0.20
N -1.62 0.03 0.14 0.03
N -1.15 1.03 0.79 0.05
C -0.01 0.96 1.26 -0.18
O 0.76 -0.19 1.11 -0.12
N 1.76 -0.13 0.12 0.09
C 1.28 -0.42 -1.07 -0.11
O -0.03 -0.45 -1.43 0.01
H -1.69 -1.74 -1.05 0.18
H 0.50 1.60 1.97 0.13
H 1.77 -0.25 -1.99 0.13
```

ORCA calculation (ωB97M-V with the def2-TZVPD basis set) on a single C3H3N3O3 molecule in a non-equilibrium geometry.

Computed properties:
HOMO level   -0.36994 Eh
SMILES string   NN1C(=O)C(=O)N=C1O

The geometry in XYZ format:
```
12
Properties=species:S:1:pos:R:3:lowdin_charge:R:1
N 0.34 0.30 -0.08 0.07
N -1.09 0.06 0.16 -0.03
C -2.34 0.89 0.02 -0.23
O -2.30 2.08 -0.06 0.16
C -3.41 -0.18 -0.03 -0.40
O -4.61 0.03 0.03 0.12
N -2.76 -1.38 -0.01 0.19
C -1.48 -1.24 0.00 -0.48
O -0.55 -2.12 -0.13 0.14
H 0.55 0.88 -0.96 0.15
H 0.71 0.72 0.85 0.15
H 0.29 -1.44 -0.05 0.16
```

ORCA calculation (ωB97M-V with the def2-TZVPD basis set) on a single C3H3N3S2 molecule in a non-equilibrium geometry.

Computed properties:
HOMO level   -0.32712 Eh
SMILES string   S=C1N=CN=CSN1

The geometry in XYZ format:
```
11
Properties=species:S:1:pos:R:3:lowdin_charge:R:1
S -2.77 -0.35 0.25 0.75
C -1.33 -0.32 -0.34 -1.07
N -0.90 0.70 -1.12 0.03
C 0.18 1.33 -0.76 -0.17
N 0.82 1.32 0.66 0.03
C 1.25 0.16 1.00 -0.33
S 1.33 -1.19 -0.44 0.85
N -0.33 -1.37 -0.25 -0.42
H 0.68 2.11 -1.41 0.13
H 1.56 -0.16 2.04 0.10
H -0.49 -2.24 0.37 0.11
```

ORCA calculation (ωB97M-V with the def2-TZVPD basis set) on a single C3H3N5 molecule in a non-equilibrium geometry.

Computed properties:
HOMO level   -0.33965 Eh
SMILES string   [H]/N=c1/cnncnn1

The geometry in XYZ format:
```
11
Properties=species:S:1:pos:R:3:lowdin_charge:R:1
H -0.81 -0.24 2.96 0.13
N -0.53 0.46 2.11 0.12
C -0.66 0.36 0.82 -0.32
C -0.07 1.38 -0.19 -0.03
N 1.06 1.06 -0.84 0.03
N 1.54 -0.15 -0.58 0.02
C 0.73 -1.18 -0.58 -0.18
N -0.64 -1.20 -0.87 -0.01
N -1.41 -0.66 -0.14 0.08
H -0.44 2.34 -0.26 0.07
H 1.14 -2.11 -0.78 0.09
```

ORCA calculation (ωB97M-V with the def2-TZVPD basis set) on a molecular structure, C3H3N5 in a non-equilibrium geometry.

Computed properties:
HOMO level   -0.34576 Eh

The geometry in XYZ format:
```
11
Properties=species:S:1:pos:R:3:lowdin_charge:R:1
C 1.83 -0.21 -0.06 -0.22
C -0.20 -0.90 -0.15 -0.25
C -0.28 0.48 -0.32 -0.31
H 1.50 1.70 0.14 0.10
H 2.89 0.05 0.18 0.14
H -3.01 -0.33 0.48 0.20
N 1.03 0.93 -0.18 0.09
N 1.22 -1.34 0.08 0.12
N -1.47 -1.30 -0.20 0.11
N -2.05 -0.17 -0.04 -0.18
N -1.47 1.10 0.07 0.18
```

DFT total energy (computed, eV): -9673.583 -9674.203 -9672.967 -9672.047 -11721.690 -11720.356 -11720.036 -11719.233 -13770.906 -29297.456 -10604.406 -10606.272
Energy relative to the best compared isomer or geometry (same formula, charge and spin) (computed, eV): 3.872 3.251 4.488 5.407 4.268 5.601 5.921 6.724 2.751 2.302 4.461 2.595